Density functional theory data (ωB97M-V/def2-TZVPD) for a molecular structure, C37H29MoNOPS.

Relative energy (zero: lowest compared OMol25 entry of this formula, charge and spin) = 0.5 kcal/mol
LUMO energy (alpha / beta) = -2.77 / -3.51 eV
Charge = +1
Orbital gap (alpha / beta) = 7.4 / 7.2 eV
2S+1 = 3
<S²> = 2.03

Cartesian coordinates (Å):
C (-3.41863, -2.23282, 1.67868)
H (-5.07996, -5.05829, 2.51064)
H (-6.00966, 2.16909, -0.15474)
C (-1.46995, -2.60070, -2.88742)
O (0.03254, -0.57635, 1.75525)
C (-3.19779, -2.48833, 0.32334)
C (-4.55230, 0.62743, -0.44894)
H (-3.07049, -1.30536, 2.12133)
H (-3.49077, -3.88960, -1.28557)
H (-4.36460, 3.84812, 0.58303)
H (-2.47051, 2.09965, -6.93496)
H (2.31543, 0.29890, -3.85160)
P (-2.31040, -1.22576, -0.63704)
C (-1.04130, 0.84223, -5.94217)
C (1.70304, 0.96687, 2.30185)
C (-0.78156, 1.20225, -3.58154)
H (1.35024, -2.36972, -0.64170)
C (2.48690, -0.62761, -3.31633)
C (-4.09417, -3.15188, 2.46302)
H (-2.56982, -2.79886, -6.08421)
C (-0.20887, 0.82385, -2.28438)
C (-0.43288, 0.51613, -4.74215)
H (3.13673, -3.90557, -1.37762)
C (-1.52482, -2.99258, -4.21868)
C (-1.75243, 2.20056, -3.62984)
C (1.69473, -0.94797, -2.21370)
H (-4.24020, -1.21136, -5.18996)
H (-3.11296, 3.29848, -4.86664)
C (-2.00252, 1.84534, -5.99264)
C (2.07444, -0.48911, 4.65729)
H (3.59420, 0.97216, 5.11602)
C (-2.52658, -2.49712, -5.04527)
C (-4.02636, 2.85572, 0.31183)
C (2.84882, 0.65183, 4.40050)
C (-2.42308, -1.72071, -2.37505)
N (0.99241, -0.13267, 2.60873)
C (-4.96068, 1.90691, -0.10833)
H (3.25273, 2.24315, 3.02279)
C (-2.36063, 2.52155, -4.83403)
H (-0.77321, 1.40194, -1.48084)
H (0.29331, -0.28634, -4.70402)
C (-3.19356, 0.32802, -0.38845)
C (-3.46740, -1.60885, -4.54405)
H (-5.27745, -0.12596, -0.73466)
Mo (-0.34125, 0.29773, 0.01812)
H (2.19371, -1.07363, 5.55724)
H (-4.68294, -5.52138, 0.11534)
C (3.50200, -1.48207, -3.71732)
H (-4.26753, -2.94222, 3.51070)
H (-0.67385, -2.97523, -2.25396)
C (-4.54944, -4.33936, 1.89974)
C (-3.41705, -1.22066, -3.21164)
H (0.48434, -1.71363, 3.81467)
C (-4.32717, -4.59928, 0.55630)
H (-0.78353, -3.67611, -4.61239)
C (0.63010, -0.05317, -1.76562)
H (-2.03844, 2.71848, -2.72036)
C (1.95010, -2.12638, -1.51271)
H (4.11622, -1.22393, -4.57002)
C (3.73157, -2.66606, -3.02724)
C (-2.67544, 2.54742, 0.40100)
H (-1.97195, 3.29610, 0.74312)
C (-3.65111, -3.67666, -0.23576)
H (-4.13967, -0.50814, -2.83463)
C (1.14358, -0.86335, 3.73754)
H (-0.76836, 0.30651, -6.84213)
C (2.95434, -2.98889, -1.92279)
C (-2.25319, 1.26457, 0.05310)
S (1.42394, 1.77550, 0.80948)
C (2.66723, 1.36303, 3.24517)
H (4.52152, -3.33346, -3.34642)

=====

Density functional theory data (ωB97M-V/def2-TZVPD) for C37H30Br2N2O2S in the gas phase at a distorted geometry.

Relative energy (zero: lowest compared OMol25 entry of this formula, charge and spin) = 73.0 kcal/mol
LUMO energy = -0.09 eV
Orbital gap = 6.0 eV
2S+1 = 1

Cartesian coordinates (Å):
N (2.58676, 2.84886, 0.83692)
H (4.52995, -6.49996, -0.10833)
C (5.42589, 0.24725, 4.33621)
C (4.49042, 1.49321, 4.41024)
H (1.32637, 0.92471, 4.43719)
C (3.22542, 3.86985, 1.68406)
O (-2.20718, -1.82709, 4.67843)
C (4.05928, -1.21110, 0.46683)
C (3.29394, -3.85936, 1.05755)
C (-1.02477, -1.56471, 2.56691)
H (8.83211, -0.30458, 3.56590)
C (4.26757, -5.84662, -0.95168)
H (3.57368, 1.19527, 4.97910)
C (3.35953, 3.36575, 3.10048)
S (1.61378, 0.60409, 0.17398)
Br (-2.07799, -2.82621, 1.62475)
C (3.08606, -1.46207, 1.45442)
H (5.31862, -3.13016, 3.77073)
H (5.18768, 4.01609, 8.23956)
C (7.71367, -0.53237, 3.72348)
C (2.50922, 1.59160, 1.22799)
C (2.68357, -0.31241, 2.47211)
C (5.51445, 3.86396, 7.20489)
C (4.59138, -2.27624, -0.23551)
C (6.11443, 3.46612, 4.51889)
C (1.97768, 4.27433, -1.09327)
H (1.54991, 5.15520, -3.01992)
H (0.38491, -1.54018, 1.03651)
C (0.22023, -1.20091, 2.06561)
C (6.82350, 0.49129, 4.11466)
H (0.10730, 1.14553, -2.44830)
H (5.28443, -2.17724, -1.07351)
C (4.89886, 2.80278, 6.51797)
C (5.22797, 2.60287, 5.17116)
H (3.18207, -5.83066, -1.09860)
H (2.36027, 5.16624, -0.63489)
C (1.38431, 1.90202, -0.94109)
C (4.21144, -3.62551, 0.04584)
H (4.19073, 2.10139, 6.97066)
C (0.70523, 0.16247, 3.97246)
C (6.38910, 4.70521, 6.56920)
H (3.95645, 4.09068, 3.67230)
C (1.17851, -0.44804, 2.79426)
C (-1.44650, -1.19112, 3.93576)
H (4.74497, -6.24099, -1.86898)
C (0.70643, 1.99191, -2.14453)
H (3.97562, -1.41035, 5.00630)
C (4.95110, -1.11116, 4.47443)
O (4.80879, -4.58489, -0.75579)
H (4.44788, -0.22792, 0.25505)
H (2.39738, 3.18418, 3.64165)
H (7.42881, 5.13764, 4.72717)
H (3.33702, -0.46335, 3.46695)
C (1.98136, 3.06430, -0.42977)
C (5.78704, -2.12134, 3.89307)
C (7.16267, -1.80962, 3.50980)
H (7.31477, 1.48657, 4.21376)
H (0.31903, 3.19661, -3.85353)
N (3.23010, 1.10938, 2.24939)
C (0.80328, 3.17854, -2.88125)
Br (-1.24694, 0.87160, 5.91350)
C (6.73681, 4.49362, 5.24897)
H (7.82886, -2.58028, 3.03037)
H (5.04722, 2.08117, 2.39709)
C (1.46582, 4.29653, -2.38602)
C (-0.56770, -0.07201, 4.44109)
H (1.96697, -3.05236, 2.45584)
C (2.70550, -2.79624, 1.71385)
H (6.38470, 3.29238, 3.46222)
C (4.13267, 2.06018, 3.05064)
H (6.84066, 5.52935, 7.12307)
H (3.09543, -4.87857, 1.34297)
H (4.16908, 4.18517, 1.24224)
H (2.64315, 4.76466, 1.69517)

=====

Density functional theory data (ωB97M-V/def2-TZVPD) for a molecular structure, C37H30Cl2N8O3S2V.

LUMO energy (alpha / beta) = -1.58 / -1.05 eV
Orbital gap (alpha / beta) = 6.2 / 6.8 eV
2S+1 = 2
<S²> = 0.77

Cartesian coordinates (Å):
H (2.95356, 2.39343, -4.65659)
N (0.06497, -2.59133, -2.49442)
C (0.94010, -4.77131, -2.87015)
C (-3.82764, 0.55337, -2.31723)
H (-4.83428, -3.14159, 1.31655)
C (-0.88225, 1.43577, 0.33247)
C (-2.46217, 0.35645, -2.44813)
C (-2.63591, 2.81447, 1.20030)
C (-2.20106, 1.57754, 0.75104)
H (0.22682, 4.58818, 0.89335)
C (2.07207, 3.25375, -0.93720)
C (1.42520, -0.66930, 1.40116)
N (-1.75165, -0.83996, -2.33743)
H (-3.66644, 2.93741, 1.50920)
H (3.25429, -1.44233, -1.66122)
H (5.22895, 2.18070, 5.87618)
C (3.22805, -0.64077, -2.38433)
C (-2.26295, -2.05642, -2.65113)
C (-1.16097, -3.06694, -2.73024)
N (2.13884, 1.28599, 0.40582)
C (-1.60763, 1.43994, -2.68116)
H (5.20014, 1.27678, -4.34324)
H (3.04210, 2.87905, -1.25981)
H (2.07170, -3.02772, -2.33218)
C (-2.23163, -3.70653, 3.43825)
C (1.98730, 0.56744, 4.50091)
H (2.23137, 4.20454, -0.42074)
H (3.57303, 3.55919, 4.66058)
H (-2.42896, -4.69144, -3.22804)
C (2.92559, -0.20091, 5.18045)
S (1.46203, -1.76377, 0.03316)
Cl (-4.07763, 4.53936, -2.72210)
O (-0.43282, 0.28499, -0.15508)
H (-0.48631, -6.29845, -3.36761)
H (5.31936, -0.68395, -2.79172)
H (-4.82789, -2.70472, 3.03473)
C (0.65772, 1.67931, -3.48338)
H (0.12268, -0.43347, 4.83362)
C (-0.44873, 3.74238, 0.84743)
C (2.23374, 1.92345, 4.31776)
C (-4.31838, 1.84836, -2.40361)
C (4.38190, -0.18910, -3.00107)
H (-2.51957, -3.07442, 4.28143)
H (-2.12458, 4.86371, 1.57539)
H (2.75070, -1.26279, 5.30977)
H (1.80617, -5.41600, -2.90741)
V (0.04827, -0.56548, -1.65020)
H (-4.75525, -4.41153, 2.55069)
H (4.80936, -0.23598, 6.20012)
H (-2.86421, 0.72461, 0.68859)
C (4.32189, 1.73030, 5.49415)
C (1.98575, 0.99982, -3.38653)
H (-2.42884, -4.75011, 3.69685)
C (4.31238, 0.90108, -3.85203)
C (-0.33463, -5.25578, -3.12193)
C (3.08786, 1.51713, -4.03886)
C (4.08654, 0.37505, 5.67454)
C (-4.43062, -3.40052, 2.29200)
C (-1.40803, -4.38637, -3.05013)
O (-3.41607, -2.33775, -2.90443)
H (-1.17011, -3.57102, 3.25022)
N (2.03562, -0.07668, -2.59385)
H (-4.49569, -0.27563, -2.14619)
N (-2.98121, -3.32813, 2.25291)
N (1.64223, 0.57757, 1.47453)
C (-2.10095, 2.72876, -2.78880)
C (0.70663, -0.04086, 3.99642)
H (0.10038, 0.70650, 3.48547)
C (1.09688, -3.43606, -2.55131)
H (1.51932, 2.52003, 3.76258)
H (1.44016, 3.46617, -1.80091)
C (1.43261, 2.27684, 0.00463)
C (-1.77019, 3.89866, 1.23930)
Cl (-6.01745, 2.09696, -2.19995)
N (-1.81769, -2.71254, 0.15768)
C (-2.36194, -3.00002, 1.13632)
S (0.88002, -1.46355, 2.88723)
N (-0.26504, 1.04181, -2.72389)
C (-3.46513, 2.92582, -2.63481)
O (0.49852, 2.67025, -4.17021)
H (-1.44661, 3.56590, -2.97188)
C (3.39151, 2.50298, 4.81401)
C (0.02479, 2.50940, 0.41335)